(1)
This record from the Open Molecules 2025 dataset describes C22H23N3O5 in the gas phase. The level of theory is ωB97M-V/def2-TZVPD.

Atoms and positions in Å:
C (5.328, 0.725, -1.198)
H (5.515, 1.041, -2.229)
O (3.950, 0.631, -0.928)
C (3.205, -0.252, -1.650)
C (1.846, -0.289, -1.341)
C (1.013, -1.157, -2.018)
C (1.497, -1.992, -3.014)
C (2.843, -1.942, -3.320)
C (3.700, -1.085, -2.648)
H (4.745, -1.076, -2.913)
H (3.239, -2.582, -4.094)
H (0.831, -2.656, -3.540)
N (-0.380, -1.162, -1.681)
C (-0.696, -1.588, -0.412)
O (0.146, -2.034, 0.345)
N (-2.019, -1.513, -0.041)
C (-2.971, -0.876, -0.815)
C (-4.250, -0.583, -0.335)
C (-5.178, 0.013, -1.164)
C (-4.865, 0.336, -2.479)
C (-3.596, 0.086, -2.951)
C (-2.641, -0.511, -2.127)
C (-1.281, -0.691, -2.633)
O (-0.922, -0.424, -3.758)
H (-3.299, 0.347, -3.955)
H (-5.604, 0.796, -3.116)
H (-6.161, 0.237, -0.776)
H (-4.512, -0.784, 0.691)
C (-2.353, -2.061, 1.264)
H (-1.634, -2.856, 1.481)
H (-3.361, -2.473, 1.241)
C (-2.247, -0.964, 2.337)
O (-3.220, -0.466, 2.865)
N (-0.972, -0.640, 2.603)
H (-0.244, -1.048, 2.023)
C (-0.608, 0.533, 3.359)
H (0.256, 0.295, 3.984)
H (-1.457, 0.806, 3.989)
C (-0.272, 1.699, 2.405)
C (0.395, 2.864, 3.142)
H (0.228, 3.788, 2.589)
C (1.878, 2.477, 3.109)
H (2.182, 2.012, 4.047)
C (1.971, 1.469, 1.948)
H (2.606, 1.817, 1.130)
O (0.662, 1.307, 1.421)
H (2.355, 0.499, 2.290)
H (2.515, 3.342, 2.938)
H (0.010, 2.983, 4.152)
H (-1.183, 1.989, 1.872)
H (1.459, 0.355, -0.568)
H (5.840, -0.224, -1.009)
H (5.712, 1.482, -0.515)

SMILES: COc1cccc(-n2c(=O)c3ccccc3n(CC(=O)NC[C@H]3CCCO3)c2=O)c1
energy above the lowest of the compared OMol25 structures with the same formula, charge and spin: 0.361 eV
Kohn-Sham gap: 8.96 eV

---

(2)
This record from the Open Molecules 2025 dataset describes C22H23N3O7S in the gas phase. The level of theory is ωB97M-V/def2-TZVPD.

Atoms and positions in Å:
C (-2.633, -3.101, 5.339)
H (-3.117, -3.123, 6.313)
O (-3.372, -2.182, 4.570)
C (-3.000, -1.961, 3.289)
C (-1.921, -2.553, 2.651)
C (-1.636, -2.255, 1.329)
C (-2.412, -1.345, 0.627)
C (-3.508, -0.747, 1.258)
C (-3.814, -1.049, 2.570)
O (-4.863, -0.540, 3.267)
C (-5.734, 0.354, 2.620)
H (-5.216, 1.266, 2.304)
H (-6.491, 0.611, 3.359)
H (-6.218, -0.109, 1.754)
H (-4.147, -0.081, 0.700)
C (-2.048, -1.064, -0.778)
O (-1.450, -1.874, -1.477)
N (-2.406, 0.154, -1.252)
H (-2.743, 0.851, -0.609)
C (-2.119, 0.580, -2.607)
H (-2.764, 1.422, -2.859)
H (-2.319, -0.258, -3.282)
C (-0.648, 1.014, -2.753)
O (-0.325, 2.175, -2.860)
N (0.182, -0.056, -2.718)
C (1.572, -0.063, -2.660)
C (2.203, -1.285, -2.412)
C (3.578, -1.357, -2.299)
C (4.345, -0.206, -2.401)
C (3.711, 0.993, -2.650)
C (2.344, 1.086, -2.806)
H (1.885, 2.036, -3.022)
S (4.670, 2.508, -2.666)
O (6.016, 2.192, -2.290)
O (4.432, 3.228, -3.879)
N (4.024, 3.431, -1.436)
H (3.125, 3.816, -1.681)
C (4.093, 2.868, -0.105)
C (2.988, 1.903, 0.191)
C (2.985, 0.590, 0.563)
C (1.624, 0.210, 0.670)
C (0.904, 1.318, 0.356)
O (1.717, 2.346, 0.068)
H (-0.151, 1.500, 0.306)
H (1.240, -0.752, 0.941)
H (3.842, -0.026, 0.736)
H (4.070, 3.695, 0.614)
H (5.057, 2.363, -0.038)
H (5.416, -0.215, -2.286)
H (4.051, -2.309, -2.113)
H (1.598, -2.172, -2.302)
H (-0.267, -0.957, -2.520)
H (-0.806, -2.728, 0.829)
H (-1.295, -3.256, 3.176)
H (-1.593, -2.780, 5.459)
H (-2.657, -4.103, 4.900)

SMILES: COc1ccc(C(=O)NCC(=O)Nc2cccc(S(=O)(=O)NCc3ccco3)c2)cc1OC
energy above the lowest of the compared OMol25 structures with the same formula, charge and spin: 1.990 eV
Kohn-Sham gap: 8.86 eV

---

(3)
This record from the Open Molecules 2025 dataset describes C22H23N6OPtS as an isolated structure. The level of theory is ωB97M-V/def2-TZVPD.

Atoms and positions in Å:
Pt (0.586, -0.438, 0.572)
C (2.658, -4.876, -0.496)
N (1.818, -4.030, -1.337)
C (1.039, -4.456, -2.401)
C (0.403, -3.382, -2.890)
N (0.800, -2.289, -2.118)
C (1.671, -2.709, -1.154)
S (2.439, -1.782, 0.042)
C (0.490, -0.944, -2.444)
C (0.459, -0.575, -3.776)
C (0.095, 0.721, -4.100)
C (-0.215, 1.602, -3.081)
C (-0.128, 1.165, -1.776)
N (0.215, -0.093, -1.455)
H (2.533, -5.906, -0.815)
H (2.355, -4.767, 0.544)
H (3.701, -4.585, -0.595)
H (0.996, -5.489, -2.697)
H (-0.315, -3.287, -3.684)
H (0.732, -1.291, -4.538)
H (0.065, 1.034, -5.135)
H (-0.506, 2.623, -3.282)
H (-0.337, 1.822, -0.945)
C (-4.646, -1.304, 0.253)
C (-4.498, 0.074, 0.336)
C (-3.305, 0.628, 0.772)
C (-2.234, -0.201, 1.125)
C (-2.393, -1.587, 1.049)
C (-3.589, -2.131, 0.614)
N (-0.974, 0.331, 1.484)
C (-0.982, 1.583, 2.151)
C (-1.855, 1.793, 3.221)
C (-1.841, 2.998, 3.901)
C (-0.969, 4.012, 3.524)
C (-0.102, 3.802, 2.462)
C (-0.100, 2.594, 1.779)
H (-5.583, -1.731, -0.078)
H (-5.317, 0.724, 0.058)
H (-3.194, 1.703, 0.825)
H (-1.574, -2.219, 1.365)
H (-3.704, -3.206, 0.574)
H (-2.531, 1.004, 3.524)
H (-2.515, 3.144, 4.735)
H (-0.964, 4.953, 4.057)
H (0.582, 4.584, 2.157)
H (0.593, 2.426, 0.965)
N (4.393, 2.891, 0.082)
C (3.389, 2.092, 0.540)
N (3.469, 1.718, 1.847)
O (2.463, 1.734, -0.185)
H (5.233, 3.049, 0.609)
H (4.413, 3.068, -0.905)
H (4.124, 2.138, 2.481)
H (2.660, 1.267, 2.239)

charge: +1
energy above the lowest of the compared OMol25 structures with the same formula, charge and spin: 1.207 eV
Kohn-Sham gap (alpha / beta): 6.76 / 6.05 eV

---

(4)
This record from the Open Molecules 2025 dataset describes C22H23NO3 in the gas phase. The level of theory is ωB97M-V/def2-TZVPD.

Atoms and positions in Å:
C (0.304, -1.196, 1.501)
H (-0.651, -0.724, 1.728)
O (1.189, -0.135, 1.241)
C (2.513, -0.419, 1.026)
C (3.012, -1.712, 0.942)
C (4.366, -1.951, 0.774)
C (5.249, -0.893, 0.688)
C (4.763, 0.400, 0.739)
C (3.408, 0.662, 0.898)
O (3.069, 1.990, 0.974)
C (1.882, 2.434, 0.346)
C (1.910, 2.166, -1.161)
H (2.154, 1.113, -1.317)
H (2.694, 2.767, -1.624)
C (0.568, 2.478, -1.829)
N (-0.474, 1.593, -1.383)
C (-1.461, 1.906, -0.516)
C (-2.252, 0.811, -0.246)
C (-1.715, -0.266, -1.030)
C (-2.082, -1.591, -1.267)
C (-1.313, -2.353, -2.120)
C (-0.194, -1.822, -2.762)
C (0.172, -0.505, -2.581)
C (-0.595, 0.267, -1.717)
H (1.021, -0.092, -3.103)
H (0.385, -2.450, -3.422)
H (-1.584, -3.382, -2.304)
H (-2.962, -2.015, -0.809)
C (-3.385, 0.865, 0.674)
O (-3.931, 1.920, 0.949)
C (-3.819, -0.423, 1.284)
C (-5.285, -0.780, 1.191)
C (-4.714, -0.354, 2.495)
H (-4.569, -1.089, 3.272)
H (-4.959, 0.636, 2.848)
H (-5.923, -0.085, 0.667)
H (-5.541, -1.819, 1.041)
H (-3.100, -1.229, 1.232)
H (-1.559, 2.894, -0.108)
H (0.672, 2.381, -2.915)
H (0.266, 3.503, -1.600)
H (1.002, 1.965, 0.796)
H (1.857, 3.509, 0.546)
H (5.427, 1.247, 0.665)
H (6.307, -1.068, 0.571)
H (4.721, -2.969, 0.720)
H (2.341, -2.552, 1.017)
H (0.185, -1.846, 0.627)
H (0.631, -1.788, 2.361)

SMILES: COc1ccccc1OCCCn1cc(C(=O)C2CC2)c2ccccc21
energy above the lowest of the compared OMol25 structures with the same formula, charge and spin: 1.885 eV
Kohn-Sham gap: 8.86 eV

---

It is found that the max |F| values, taken in the order of the records, are 0.8, 1.0, 0.5, 0.7 eV/Å.
It is found that the molecular weight values, taken in the order of the records, are 409.4, 473.5, 614.6, 349.4 g mol⁻¹.
It is found that the electronic energy values, taken in the order of the records, are -1392.6852, -1941.2796, -1773.2638, -1132.5747 a.u..